Record 1
This record from the OMol25 dataset describes a structure of composition C5H13NS. The level of theory is ωB97M-V/def2-TZVPD.

Computed properties:
- highest occupied orbital energy (eV) = -8.84
- E_tot (eV) = -17713.6216
- energy relative to the best compared isomer or geometry (same formula, charge and spin) (kJ/mol) = 736.1
- lowest unoccupied orbital energy (eV) = -2.10
- orbital gap (Ha) = 0.2479

Cartesian coordinates (Å):
C1 4.042 0.140 -0.142
N1 2.863 -0.227 0.265
C2 -0.395 0.147 0.382
C3 -1.654 -0.065 -0.452
C4 -2.339 -1.391 -0.136
S1 -4.864 -0.343 -0.324
C5 0.276 1.517 0.171
H1 4.469 -0.242 -1.093
H2 4.753 0.818 0.371
H3 3.719 -0.766 0.790
H4 -0.739 0.086 1.422
H5 0.337 -0.653 0.276
H6 -1.428 -0.063 -1.523
H7 -2.324 0.776 -0.298
H8 -2.460 -2.050 -0.994
H9 -3.430 -1.268 0.203
H10 -1.954 -1.960 0.710
H11 -0.111 2.231 0.898
H12 -0.110 1.933 -0.762
H13 1.349 1.380 0.236



Record 2
This record from the OMol25 dataset describes a cluster of 2 separate species, C5H13NS in total. The level of theory is ωB97M-V/def2-TZVPD.

Computed properties:
- highest occupied orbital energy (eV) = -7.88
- E_tot (eV) = -17719.8219
- energy relative to the best compared isomer or geometry (same formula, charge and spin) (kJ/mol) = 137.9
- SMILES string = C=CNC.CSC
- lowest unoccupied orbital energy (eV) = 0.95
- orbital gap (Ha) = 0.3244

Cartesian coordinates (Å):
C1 -0.951 -0.691 -3.329
C2 -0.187 0.212 -2.679
N1 -0.401 0.729 -1.414
C3 0.163 2.045 -1.164
H1 -2.013 -0.872 -2.989
H2 -0.528 -1.219 -4.144
H3 0.792 0.491 -3.096
H4 -1.350 0.535 -1.081
H5 -0.169 2.356 -0.173
H6 1.233 1.950 -1.276
H7 -0.237 2.786 -1.874
C4 1.276 -1.223 0.904
S1 0.138 -0.031 1.817
C5 -0.337 -0.874 3.319
H8 0.785 -2.177 0.752
H9 2.162 -1.444 1.482
H10 1.609 -0.747 -0.039
H11 -1.303 -0.476 3.658
H12 -0.538 -1.955 3.168
H13 0.376 -0.644 4.133



Record 3
This record from the OMol25 dataset describes an isolated molecule of C5H13NS. The level of theory is ωB97M-V/def2-TZVPD.

Computed properties:
- highest occupied orbital energy (eV) = -8.32
- E_tot (eV) = -17718.3029
- energy relative to the best compared isomer or geometry (same formula, charge and spin) (kJ/mol) = 284.4
- SMILES string = CN(C)CCCS
- lowest unoccupied orbital energy (eV) = 0.94
- orbital gap (Ha) = 0.3405

Cartesian coordinates (Å):
C1 -1.703 -2.634 -0.739
N1 -1.555 -1.145 -0.869
C2 -0.881 -0.916 -2.237
C3 -0.941 -0.562 0.363
C4 0.081 0.459 0.148
C5 0.535 1.141 1.442
S1 2.243 1.832 1.046
H1 -1.950 -2.873 0.228
H2 -0.844 -3.096 -1.192
H3 -2.427 -2.796 -1.507
H4 -1.842 -1.015 -2.893
H5 -0.177 -1.608 -2.705
H6 -0.459 0.176 -2.309
H7 -0.585 -1.504 1.090
H8 -1.882 -0.142 1.001
H9 -0.424 1.392 -0.499
H10 0.971 -0.029 -0.262
H11 0.618 0.530 2.334
H12 -0.239 1.931 1.756
H13 1.682 2.810 0.429



Record 4
This record from the OMol25 dataset describes a cluster of 2 separate species, C5H13NS in total. The level of theory is ωB97M-V/def2-TZVPD.

Computed properties:
- expectation value of S² = 2.006
- highest occupied orbital energy (alpha / beta) (eV) = -6.50 / -8.37
- E_tot (eV) = -17716.4585
- energy relative to the best compared isomer or geometry (same formula, charge and spin) (kJ/mol) = 57.2
- lowest unoccupied orbital energy (alpha / beta) (eV) = 0.46 / -2.14
- orbital gap (alpha / beta) (Ha) = 0.2557 / 0.2287
- multiplicity = 3

Cartesian coordinates (Å):
C1 0.923 -0.472 -1.947
C2 0.526 1.472 -0.433
C3 0.611 -0.401 1.879
C4 1.187 0.064 -0.550
C5 0.760 -0.842 0.493
N1 -2.943 -0.280 1.020
S1 -2.174 -0.821 -0.451
H1 1.162 -1.527 -2.112
H2 1.391 0.311 -2.591
H3 -0.104 -0.415 -1.999
H4 1.030 2.070 -1.332
H5 -0.592 1.536 -0.648
H6 0.812 2.123 0.380
H7 1.446 0.264 2.026
H8 0.541 -1.153 2.711
H9 -0.302 0.139 1.917
H10 2.289 0.227 -0.476
H11 0.652 -1.828 0.151
H12 -3.558 0.578 0.722
H13 -3.654 -1.044 1.238



Record 5
This record from the OMol25 dataset describes the ion C5H13NS with charge +1. The level of theory is ωB97M-V/def2-TZVPD.

Computed properties:
- net charge = +1
- expectation value of S² = 0.754
- highest occupied orbital energy (alpha / beta) (eV) = -13.29 / -12.86
- E_tot (eV) = -17709.6579
- energy relative to the best compared isomer or geometry (same formula, charge and spin) (kJ/mol) = 302.8
- lowest unoccupied orbital energy (alpha / beta) (eV) = -4.27 / -8.84
- orbital gap (alpha / beta) (Ha) = 0.3314 / 0.1478
- multiplicity = 2

Cartesian coordinates (Å):
C1 0.469 -1.902 1.784
N1 -0.554 -0.927 1.125
C2 -0.200 -0.506 -0.269
C3 -0.010 1.110 -0.162
S1 -0.092 2.144 -1.658
C4 -1.422 -0.847 -1.171
C5 1.816 -1.229 2.144
H1 0.031 -2.182 2.682
H2 0.358 -2.677 1.062
H3 -0.687 -0.153 1.704
H4 0.647 -0.876 -0.912
H5 -1.143 1.282 0.014
H6 0.672 1.522 0.622
H7 0.307 1.066 -2.574
H8 -1.098 -0.761 -2.238
H9 -1.858 -1.915 -1.036
H10 -2.291 -0.053 -0.988
H11 2.020 -0.858 3.129
H12 2.640 -1.729 1.593
H13 1.827 -0.242 1.651



Record 6
This record from the OMol25 dataset describes the ion C5H13NS2 with charge -1. The level of theory is ωB97M-V/def2-TZVPD.

Computed properties:
- net charge = -1
- expectation value of S² = 0.753
- highest occupied orbital energy (alpha / beta) (eV) = 0.55 / -4.09
- E_tot (eV) = -28554.2738
- energy relative to the best compared isomer or geometry (same formula, charge and spin) (kJ/mol) = 190.6
- lowest unoccupied orbital energy (alpha / beta) (eV) = 3.68 / 3.69
- orbital gap (alpha / beta) (Ha) = 0.1150 / 0.2857
- multiplicity = 2

Cartesian coordinates (Å):
N1 -0.078 -2.984 -2.022
C1 0.341 -1.682 -1.459
C2 1.093 -1.878 -0.150
C3 -0.894 -0.854 -1.087
S1 -1.034 0.925 -1.415
S2 0.442 1.766 -0.156
C4 -0.361 2.121 1.511
C5 -0.156 3.568 1.831
H1 -0.315 -3.746 -1.350
H2 0.539 -3.495 -2.521
H3 0.921 -1.080 -2.199
H4 1.881 -2.637 -0.220
H5 0.457 -2.191 0.725
H6 1.608 -0.867 0.139
H7 -1.725 -1.285 -1.596
H8 -1.045 -0.919 0.162
H9 -1.367 1.885 1.633
H10 0.031 1.454 2.420
H11 0.944 3.965 1.855
H12 -0.566 3.788 2.830
H13 -0.713 4.147 1.069



Record 7
This record from the OMol25 dataset describes an isolated molecule of C5H13NS2. The level of theory is ωB97M-V/def2-TZVPD.

Computed properties:
- highest occupied orbital energy (eV) = -7.93
- E_tot (eV) = -28554.1777
- energy relative to the best compared isomer or geometry (same formula, charge and spin) (kJ/mol) = 236.6
- SMILES string = CCSSC[C@@H](C)N
- lowest unoccupied orbital energy (eV) = 0.91
- orbital gap (Ha) = 0.3246

Cartesian coordinates (Å):
C1 -2.943 0.362 2.205
C2 -2.630 -0.398 1.001
S1 -1.454 0.211 -0.253
S2 -0.190 -1.117 -0.919
C3 1.552 -0.833 -0.694
C4 2.134 0.346 0.170
C5 3.644 0.574 -0.136
N1 1.374 1.521 -0.420
H1 -2.066 0.954 2.505
H2 -3.430 -0.246 2.980
H3 -3.854 0.981 1.959
H4 -3.611 -0.441 0.237
H5 -2.315 -1.462 1.111
H6 2.064 -0.693 -1.702
H7 2.163 -1.697 -0.156
H8 1.942 0.181 1.223
H9 4.362 0.177 0.560
H10 3.947 1.603 -0.203
H11 4.036 0.156 -1.098
H12 1.847 1.819 -1.267
H13 1.056 2.209 0.282



Record 8
This record from the OMol25 dataset describes a cluster of 3 separate species, C5H13NS2 in total. The level of theory is ωB97M-V/def2-TZVPD.

Computed properties:
- highest occupied orbital energy (eV) = -7.56
- E_tot (eV) = -28544.8563
- energy relative to the best compared isomer or geometry (same formula, charge and spin) (kJ/mol) = 1136.0
- lowest unoccupied orbital energy (eV) = -4.15
- orbital gap (Ha) = 0.1255

Cartesian coordinates (Å):
C1 1.993 -0.084 0.672
C2 3.232 0.255 -0.170
S1 -1.789 -2.949 -0.748
C3 0.981 -0.851 -0.023
N1 0.075 0.392 -0.759
C4 -1.143 0.711 -0.076
C5 -2.713 0.786 -0.522
S2 -3.443 1.477 0.937
H1 3.082 -0.199 -1.146
H2 2.251 -0.270 1.709
H3 3.198 1.312 -0.492
H4 4.144 0.029 0.397
H5 -2.017 -1.854 -0.008
H6 1.154 -1.517 -0.884
H7 0.156 -1.245 0.558
H8 0.628 1.107 -0.259
H9 -1.120 1.721 0.331
H10 -1.366 -0.001 0.880
H11 -3.108 -0.183 -0.786
H12 -2.668 1.470 -1.364
H13 -1.526 -0.107 1.752